Entry from the OMol25 dataset: a 13-piece molecular cluster, C48H103B2F14N16O18S6 overall at a distorted geometry (wB97M-V/def2-TZVPD).

LUMO level = -6.2163 eV
HOMO energy = -13.508 eV
Gap between HOMO and LUMO = 7.292 eV
Charge = +3
Strongest force on any atom = 0.2370 Eh/bohr

Positions of all 207 atoms, in Å:
C (14.133, 30.652, 13.065)
C (14.995, 31.810, 13.497)
N (15.543, 31.406, 14.820)
C (16.386, 30.355, 14.967)
C (16.724, 30.303, 16.285)
N (16.052, 31.280, 17.006)
C (15.322, 32.025, 16.082)
C (16.234, 31.627, 18.419)
H (13.567, 30.943, 12.180)
H (13.260, 30.579, 13.714)
H (14.691, 29.735, 12.874)
H (14.314, 32.660, 13.544)
H (15.718, 32.098, 12.733)
H (16.591, 29.817, 14.053)
H (17.394, 29.581, 16.728)
H (14.760, 32.931, 16.256)
H (17.154, 32.167, 18.647)
H (16.162, 30.711, 19.005)
H (15.328, 32.067, 18.835)
C (22.149, 25.434, 11.394)
C (22.965, 26.569, 12.036)
N (22.639, 26.727, 13.499)
C (21.427, 27.163, 13.922)
C (21.372, 27.392, 15.294)
N (22.617, 26.990, 15.789)
C (23.411, 26.648, 14.665)
C (23.162, 27.122, 17.127)
H (22.394, 25.299, 10.341)
H (21.072, 25.573, 11.485)
H (22.418, 24.518, 11.919)
H (22.645, 27.497, 11.563)
H (24.034, 26.444, 11.861)
H (20.642, 27.347, 13.204)
H (20.619, 27.733, 15.988)
H (24.464, 26.407, 14.676)
H (24.165, 26.735, 17.307)
H (22.415, 26.591, 17.717)
H (23.089, 28.182, 17.370)
C (13.466, 26.951, 10.960)
C (14.927, 27.230, 10.517)
N (15.609, 26.180, 9.878)
C (15.084, 25.394, 8.899)
C (16.009, 24.441, 8.520)
N (17.075, 24.558, 9.340)
C (16.911, 25.672, 10.130)
C (18.166, 23.648, 9.444)
H (13.420, 26.172, 11.721)
H (12.910, 26.776, 10.039)
H (13.051, 27.837, 11.440)
H (15.632, 27.532, 11.293)
H (14.852, 28.080, 9.838)
H (14.128, 25.581, 8.433)
H (15.955, 23.694, 7.743)
H (17.524, 25.921, 10.984)
H (18.184, 22.858, 8.694)
H (18.024, 23.099, 10.375)
H (19.120, 24.175, 9.445)
C (19.385, 31.234, 10.437)
C (19.717, 31.793, 11.856)
N (21.062, 31.347, 12.358)
C (22.297, 31.575, 11.796)
C (23.324, 31.155, 12.603)
N (22.769, 30.898, 13.815)
C (21.372, 31.025, 13.684)
C (23.512, 30.549, 14.974)
H (19.266, 30.159, 10.303)
H (20.245, 31.440, 9.800)
H (18.533, 31.722, 9.964)
H (18.931, 31.625, 12.592)
H (19.767, 32.878, 11.946)
H (22.404, 31.980, 10.801)
H (24.384, 30.989, 12.484)
H (20.674, 30.775, 14.469)
H (24.543, 30.894, 14.899)
H (23.341, 29.499, 15.210)
H (23.235, 31.200, 15.803)
C (18.326, 36.104, 20.821)
C (19.352, 36.444, 19.780)
N (19.080, 36.017, 18.397)
C (19.050, 36.839, 17.228)
C (18.670, 36.095, 16.117)
N (18.589, 34.724, 16.570)
C (18.801, 34.767, 17.942)
C (18.621, 33.583, 15.689)
H (18.658, 36.485, 21.786)
H (18.144, 35.036, 20.940)
H (17.358, 36.473, 20.481)
H (20.316, 35.995, 20.021)
H (19.601, 37.500, 19.680)
H (19.192, 37.905, 17.332)
H (18.442, 36.361, 15.095)
H (18.821, 33.885, 18.565)
H (18.830, 32.687, 16.274)
H (19.399, 33.785, 14.953)
H (17.656, 33.510, 15.188)
C (14.291, 27.674, 19.679)
O (14.452, 26.425, 18.972)
C (13.390, 26.174, 18.173)
C (13.697, 24.900, 17.329)
N (14.957, 24.988, 16.474)
H (15.740, 25.061, 17.107)
H (15.082, 24.113, 15.986)
C (15.154, 26.155, 15.489)
C (13.992, 26.396, 14.419)
O (12.760, 26.412, 15.182)
C (11.551, 26.163, 14.432)
H (14.344, 28.474, 18.941)
H (15.158, 27.838, 20.319)
H (13.435, 27.806, 20.341)
H (13.122, 27.000, 17.515)
H (12.526, 26.024, 18.821)
H (12.812, 24.731, 16.716)
H (13.777, 24.120, 18.086)
H (16.119, 26.044, 14.996)
H (15.355, 26.989, 16.162)
H (14.098, 25.562, 13.726)
H (14.007, 27.342, 13.877)
H (10.682, 26.052, 15.080)
H (11.584, 25.452, 13.606)
H (11.337, 27.132, 13.981)
C (22.204, 21.948, 16.183)
O (20.976, 22.349, 15.722)
C (19.890, 21.828, 16.519)
C (18.646, 21.783, 15.666)
N (18.075, 23.216, 15.347)
H (17.100, 23.162, 15.088)
H (17.946, 23.789, 16.168)
C (18.901, 24.145, 14.422)
C (18.718, 23.719, 12.927)
O (19.208, 22.451, 12.563)
C (20.614, 22.374, 12.375)
H (22.435, 20.897, 16.360)
H (22.410, 22.355, 17.173)
H (22.891, 22.489, 15.533)
H (19.629, 22.475, 17.356)
H (20.006, 20.810, 16.890)
H (17.763, 21.417, 16.190)
H (18.850, 21.308, 14.707)
H (19.947, 24.266, 14.703)
H (18.555, 25.162, 14.610)
H (19.198, 24.499, 12.336)
H (17.650, 23.761, 12.712)
H (21.194, 22.845, 13.169)
H (20.885, 22.716, 11.376)
H (20.839, 21.317, 12.520)
C (22.280, 30.043, 7.670)
O (23.579, 30.591, 7.834)
C (24.025, 31.173, 6.610)
C (25.498, 31.453, 6.719)
N (25.918, 32.127, 8.033)
H (26.746, 32.669, 7.827)
H (25.209, 32.793, 8.304)
C (26.168, 31.227, 9.202)
C (27.608, 30.524, 9.224)
O (27.812, 29.580, 8.182)
C (27.068, 28.386, 8.253)
H (21.681, 30.922, 7.433)
H (22.122, 29.608, 8.657)
H (22.196, 29.301, 6.876)
H (23.605, 32.179, 6.598)
H (23.692, 30.576, 5.761)
H (25.737, 32.212, 5.974)
H (26.216, 30.643, 6.594)
H (25.352, 30.518, 9.347)
H (26.258, 31.956, 10.007)
H (28.004, 30.039, 10.117)
H (28.281, 31.343, 8.969)
H (27.280, 27.757, 7.389)
H (26.001, 28.575, 8.370)
H (27.357, 27.769, 9.104)
N (15.404, 22.852, 14.765)
S (14.880, 22.502, 13.224)
O (13.408, 22.481, 13.033)
O (15.731, 21.708, 12.337)
F (15.269, 23.921, 12.519)
S (15.086, 21.372, 15.077)
O (16.057, 20.305, 14.603)
O (13.683, 21.064, 15.258)
F (15.502, 21.400, 16.647)
N (17.967, 25.680, 6.391)
S (16.721, 26.523, 5.652)
O (16.972, 27.365, 4.421)
O (15.656, 26.916, 6.523)
F (16.029, 25.194, 5.069)
S (18.788, 26.834, 6.697)
O (18.337, 27.828, 7.628)
O (19.664, 27.359, 5.683)
F (19.859, 25.991, 7.568)
N (17.693, 24.970, 17.646)
S (17.947, 24.317, 19.250)
O (17.511, 25.101, 20.413)
O (19.155, 23.587, 19.540)
F (16.892, 23.145, 19.005)
S (18.607, 26.142, 17.861)
O (20.048, 25.914, 17.877)
O (18.007, 27.318, 18.506)
F (18.601, 26.690, 16.316)
B (18.280, 28.362, 12.848)
F (19.029, 27.747, 11.913)
F (17.807, 27.280, 13.620)
F (18.960, 29.234, 13.607)
F (17.248, 28.825, 12.163)
B (20.599, 30.908, 17.671)
F (20.410, 29.776, 16.890)
F (19.356, 31.223, 18.220)
F (21.537, 30.590, 18.708)
F (21.054, 32.020, 16.889)

Forces on the atoms, in the same order (eV/Å):
-1.122 0.383 -1.046
-1.203 -0.370 0.203
-0.686 3.252 2.621
-0.425 0.748 0.186
0.313 -0.823 0.521
-0.631 1.457 -2.881
1.950 -2.844 -1.615
-1.000 -0.997 0.836
0.573 -0.089 -0.654
0.473 -0.649 0.729
-0.284 -0.038 0.162
0.287 0.198 0.771
0.639 -0.372 0.514
0.506 -0.455 0.490
-0.020 0.126 0.391
-0.061 -0.236 0.051
-0.183 -0.181 -0.309
0.881 -0.335 -0.240
0.083 0.874 -0.621
0.553 -0.308 0.761
-0.875 -0.015 -0.122
1.594 0.168 2.950
-1.698 0.945 0.713
1.591 -1.231 -0.602
2.355 -0.445 -5.243
-2.314 0.434 0.069
-1.468 0.320 0.825
0.073 0.227 0.044
0.074 0.241 0.024
-0.123 -0.149 -0.147
0.199 0.214 0.176
-0.066 -0.074 0.467
-0.071 -0.071 0.042
-0.133 -0.012 -0.360
-0.166 -0.138 0.202
-0.197 -0.092 -0.603
0.360 0.049 0.601
0.200 -0.038 0.328
1.202 0.014 0.011
-0.457 2.063 1.136
3.239 -3.722 -1.031
0.404 -0.653 -1.071
-1.419 0.292 0.317
-0.735 2.997 0.773
-2.697 -0.833 -0.752
0.997 -1.065 0.776
-0.214 -0.375 -0.535
-0.357 -0.388 0.425
0.127 0.221 -0.206
-0.517 0.231 0.411
0.292 0.028 -0.225
0.169 0.090 0.138
-0.010 0.108 0.134
0.032 0.291 -0.213
-0.298 0.555 -0.403
0.286 0.022 0.178
-0.109 -0.004 -0.095
1.000 0.469 0.138
-0.193 0.012 -0.344
1.682 0.062 3.928
0.641 -0.583 -1.962
-1.028 0.697 -0.051
-4.105 0.418 -1.472
1.743 -0.551 -1.383
0.260 0.413 1.781
-0.266 -0.095 0.851
0.027 0.322 -0.173
-0.014 0.110 0.360
0.371 -1.064 0.166
0.184 0.217 -0.959
-0.207 -0.259 -0.037
-0.142 0.476 -0.322
-0.024 0.054 0.060
0.188 -0.777 -0.693
0.441 0.146 0.171
-0.807 -0.379 0.211
-0.781 -0.271 -0.566
1.689 -0.092 -0.236
-1.214 -1.314 -3.775
-1.073 -0.840 -0.014
0.851 -1.165 2.688
0.603 3.583 2.830
0.357 0.324 -1.271
-0.382 -0.218 -0.047
-0.312 0.192 -0.136
0.490 -0.176 -0.052
-0.061 0.517 0.524
0.028 -0.162 0.149
-0.486 0.107 0.250
0.003 -0.100 -0.115
0.254 0.057 0.162
0.091 -0.090 -0.080
0.111 0.016 -0.169
0.036 -0.363 0.075
-0.004 -0.146 -0.069
1.427 -0.012 -0.211
1.534 1.439 1.802
-0.849 -0.877 -1.526
-1.217 1.116 0.925
-1.219 1.189 -0.034
0.579 0.139 0.580
-0.306 -0.564 -0.454
-0.724 0.826 0.063
-0.228 -0.855 2.380
0.366 -1.273 -0.672
0.094 2.060 -0.419
-0.418 0.250 -0.163
0.158 -0.473 -0.091
-0.480 -0.603 -0.398
0.182 0.303 -0.199
-0.530 -0.585 -0.324
0.505 -0.262 -0.155
0.647 -0.405 -0.509
-0.063 -0.496 -0.217
-0.539 0.332 -0.110
-0.576 -0.049 -0.157
0.854 0.094 0.011
0.490 -0.686 0.353
0.381 -0.492 0.474
-0.204 0.149 -0.563
1.938 1.168 1.160
-2.326 -1.148 0.392
-1.006 0.840 -0.675
-0.856 1.604 -0.431
3.090 0.497 -0.446
-0.368 -0.543 -1.348
0.676 -0.124 1.293
-0.732 -0.669 -0.771
0.216 0.626 0.942
-0.242 0.426 0.509
-0.306 -0.812 0.491
-0.434 -0.391 -0.978
-0.143 0.389 0.389
0.498 -0.699 -0.128
0.714 0.107 0.402
0.614 -0.050 -0.063
0.558 -0.899 0.023
-0.473 -0.011 0.098
-0.041 -1.043 0.397
-0.634 -0.036 -0.461
0.096 0.253 -0.194
-0.012 -0.270 -0.152
-0.125 0.535 0.003
0.142 0.049 0.002
0.131 -0.043 -0.505
0.146 0.592 0.637
1.350 -0.448 -0.823
-0.099 0.550 1.949
1.293 0.208 -0.574
-0.596 -1.418 -0.744
0.531 0.156 -0.004
-0.415 0.263 0.068
1.757 -0.674 1.519
-0.473 0.100 -2.215
-0.172 0.697 -0.516
-0.035 -0.531 0.642
-0.927 -0.422 0.165
-0.841 -0.070 -0.277
0.123 -0.091 0.039
-0.702 0.115 -0.622
0.482 0.166 -0.232
0.054 -0.157 -0.234
-0.334 -0.233 0.056
-0.065 0.443 -0.274
-0.389 -0.304 0.487
-0.942 0.496 0.770
0.378 -0.039 0.155
-0.115 0.465 -0.200
-0.245 0.015 -0.357
0.221 0.079 0.366
-0.487 0.252 -3.207
-2.418 3.044 -8.377
3.866 0.149 1.017
-1.344 0.551 2.474
-0.149 0.736 1.112
0.893 -9.942 6.989
-3.090 3.875 0.946
1.661 0.398 -1.146
0.510 0.877 -0.209
-5.790 -2.267 -2.702
-3.494 -0.727 -5.206
0.084 -2.689 4.436
0.910 0.774 0.677
0.806 0.227 -0.183
9.019 5.340 2.365
-0.898 -0.059 0.371
-0.672 -0.187 -0.065
0.196 -0.225 0.716
-0.858 -3.452 3.195
-1.215 -2.591 4.259
-0.006 -0.802 -3.492
-0.574 0.810 -1.876
0.037 0.837 -0.058
3.798 8.601 -2.810
-1.610 -0.364 1.479
1.207 -2.391 -0.336
-0.976 -0.236 -0.364
-0.344 -3.183 0.383
3.093 -0.940 -2.002
-0.540 -0.411 1.460
1.027 1.841 1.174
-3.196 2.781 -0.987
1.075 -0.442 1.577
0.234 -0.267 -1.044
-0.640 0.767 0.156
-0.721 0.624 -1.199
-0.082 -0.381 -0.062